This record from OMol25 describes a structure of composition C55H50N7OP2S2Tl at a distorted geometry. The level of theory is ωB97M-V with the def2-TZVPD basis set.

Total charge: -2
Energy above the lowest of the compared OMol25 structures with the same formula, charge and spin: 0.0 kJ/mol
Maximum force: 0.0261 hartree/bohr
E_LUMO: 3.68 eV

Last column: Mulliken charge in e.
Positions of all 118 atoms, in Å:
Tl 1.38112 0.12691 -1.81844  0.77
C 5.58632 2.69637 -1.62690  -0.61
C 5.14775 3.96745 -1.26240  -0.38
C 3.90549 4.38945 -1.67787  -0.42
C 3.07393 3.51345 -2.41987  0.09
N 3.48583 2.26983 -2.69914  -0.03
C 4.71192 1.90091 -2.35006  -0.30
N 1.93686 4.03969 -2.94502  -0.34
C 0.88887 3.44307 -3.44605  -0.86
N 0.34702 2.19478 -3.29735  0.36
C -0.82530 2.17068 -3.99960  -0.29
N -1.74672 1.27498 -4.20309  -0.38
C -1.85199 -0.01334 -3.75263  -0.02
C -2.99438 -0.71089 -4.21426  -0.53
C -3.21141 -2.01335 -3.83024  -0.33
C -2.29155 -2.62560 -2.98345  -1.23
C -1.19947 -1.88228 -2.57232  -0.06
N -0.98191 -0.62078 -2.93366  0.39
C -1.07022 3.48797 -4.63487  -0.18
C -2.09597 3.96630 -5.42682  0.01
C -2.03033 5.28847 -5.84923  -0.62
C -0.96039 6.10134 -5.48170  -0.59
C 0.07027 5.60874 -4.68975  -0.07
C -0.00028 4.29207 -4.27586  0.43
H 6.56787 2.33480 -1.35022  0.41
H 5.78464 4.61765 -0.66985  0.35
H 3.54449 5.38940 -1.47018  0.46
H 5.00086 0.90586 -2.68109  0.35
H -3.67388 -0.18814 -4.87398  0.46
H -4.07828 -2.55972 -4.18660  0.36
H -2.41216 -3.65054 -2.65955  0.51
H -0.44367 -2.32181 -1.92419  0.23
H -2.91635 3.31619 -5.70301  0.53
H -2.81819 5.69974 -6.47034  0.38
H -0.93609 7.13220 -5.81656  0.38
H 0.90490 6.23440 -4.39919  0.52
C 0.46764 4.40532 0.09148  -1.29
C 1.01655 3.06232 0.51075  0.19
O 0.42168 2.03687 0.21219  -0.04
N 2.08785 3.17523 1.37040  0.17
C 2.56825 2.10966 2.22735  0.07
C 3.89360 1.47040 1.87802  0.40
C 4.96898 1.56750 2.75587  -0.71
C 6.13655 0.87771 2.46179  -0.46
C 6.18581 0.11444 1.30895  -0.77
C 5.05726 0.06099 0.49907  -0.49
N 3.94507 0.73042 0.78230  0.54
H 0.08136 4.34063 -0.92060  0.08
H 1.20699 5.20196 0.15038  0.42
H -0.36109 4.62771 0.76851  0.36
H 2.59960 4.03922 1.36829  0.32
H 1.80478 1.33975 2.15926  -0.63
H 2.62119 2.47993 3.25671  0.39
H 4.88047 2.15809 3.66076  0.41
H 6.98828 0.92523 3.13153  0.37
H 7.07506 -0.44064 1.04046  0.46
H 5.01382 -0.58334 -0.37960  0.39
C 3.55838 -3.31647 -5.53598  -1.70
C 3.07893 -2.78199 -4.19432  0.38
S 3.13452 -1.04868 -4.04621  -0.34
C 2.67291 -3.66063 -3.23419  0.16
C 2.66825 -5.15124 -3.50910  -1.54
S 2.09671 -3.23662 -1.65053  -0.30
H 3.78059 -2.47716 -6.19148  0.33
H 2.80023 -3.94315 -6.01943  0.32
H 4.47575 -3.90873 -5.42550  0.31
H 3.33314 -5.44032 -4.32828  0.37
H 1.65134 -5.48414 -3.75360  0.18
H 2.97622 -5.68080 -2.60552  0.30
C -2.01469 -2.32084 1.74853  -1.81
P -0.78368 -1.08717 0.97532  -0.31
C 0.58064 -1.45590 2.16679  1.32
C 1.47589 -2.37531 1.61247  -0.43
C 2.47871 -2.95085 2.37786  -0.33
C 2.61345 -2.60849 3.71356  -0.61
C 1.76179 -1.66173 4.26406  -0.89
C 0.75161 -1.09099 3.50390  -0.19
C -1.73123 0.42907 1.40611  1.88
C -1.54958 1.31846 2.45830  0.09
C -2.36675 2.43053 2.59150  -0.64
C -3.36908 2.67933 1.66819  -0.69
C -3.54344 1.81342 0.59845  -0.70
C -2.72840 0.70190 0.46813  -1.15
P -2.45980 -2.10257 3.54017  0.05
C -4.07886 -1.22915 3.44280  0.61
C -4.30389 -0.23866 4.39901  -0.33
C -5.47945 0.49341 4.41409  -0.52
C -6.46254 0.24214 3.46809  -0.44
C -6.27008 -0.77109 2.53867  -0.70
C -5.09754 -1.50708 2.53159  -0.21
C -3.05614 -3.79346 3.94904  0.44
C -2.93816 -4.18642 5.28445  -0.33
C -3.34966 -5.43966 5.70445  -0.55
C -3.89366 -6.33395 4.79119  -0.43
C -4.01817 -5.95510 3.46120  -0.73
C -3.60759 -4.70048 3.04297  -0.03
H -1.51755 -3.28923 1.65359  0.90
H -2.91343 -2.31486 1.12853  0.83
H 1.39516 -2.63386 0.55923  -0.43
H 3.15258 -3.66484 1.92143  0.49
H 3.38453 -3.06589 4.32256  0.35
H 1.87027 -1.37060 5.30330  0.44
H 0.12079 -0.35434 3.97072  0.03
H -0.75477 1.17335 3.17502  -0.20
H -2.22264 3.09997 3.43255  0.37
H -3.99795 3.55576 1.77099  0.36
H -4.30937 2.01057 -0.14171  0.49
H -2.84771 0.04049 -0.38513  0.30
H -3.52875 -0.03693 5.12938  0.25
H -5.62415 1.27310 5.15248  0.38
H -7.36764 0.83606 3.44684  0.37
H -7.04019 -0.97912 1.80512  0.38
H -4.97450 -2.30064 1.80452  0.19
H -2.50389 -3.48935 5.99238  0.32
H -3.23424 -5.73107 6.74172  0.37
H -4.20512 -7.32044 5.11025  0.36
H -4.42859 -6.65444 2.74230  0.37
H -3.69885 -4.42879 1.99866  0.28